Here is an isolated molecule of C20H18O10 at a distorted geometry from the Open Molecules 2025 dataset. Energies are from ωB97M-V/def2-TZVPD.

```
48
Properties=species:S:1:pos:R:3:lowdin_charge:R:1
C -2.128 2.469 1.521 -0.069
C -1.293 3.621 1.050 -0.228
O -0.166 3.209 0.211 -0.044
C -0.445 2.678 -1.059 -0.092
C 0.554 1.811 -1.465 0.093
C 0.458 0.946 -2.646 -0.343
O 1.484 0.464 -3.086 0.106
C -0.848 0.560 -3.315 -0.077
C -1.208 -0.872 -3.674 -0.063
C -1.746 -1.731 -2.517 -0.173
O -0.650 -1.790 -1.571 0.040
C -0.830 -2.547 -0.456 -0.459
O -1.704 -3.393 -0.311 0.106
C 0.150 -2.389 0.615 0.019
C 1.140 -1.431 0.636 0.011
C 2.126 -1.315 1.708 -0.217
C 2.822 -0.074 1.820 -0.018
C 3.790 0.108 2.816 0.002
C 4.075 -0.938 3.698 -0.227
O 4.932 -0.742 4.761 0.066
C 3.381 -2.169 3.569 -0.239
O 3.655 -3.158 4.475 0.047
C 2.415 -2.366 2.592 0.035
C -3.055 -1.116 -1.976 -0.430
O -3.071 -0.098 -1.310 0.115
O -4.203 -1.803 -2.194 0.130
C -1.768 1.562 -3.658 -0.022
O -1.422 2.845 -3.304 0.052
C -1.610 3.032 -1.980 -0.352
O -2.631 3.526 -1.504 0.149
H -2.611 1.887 0.691 0.083
H -1.495 1.825 2.104 0.071
H -2.932 2.816 2.186 0.088
H -0.856 4.080 1.925 0.115
H -1.890 4.404 0.592 0.108
H 1.449 1.627 -0.901 0.114
H -1.963 -0.846 -4.465 0.132
H -0.347 -1.355 -4.116 0.130
H -1.947 -2.740 -2.861 0.157
H 0.005 -3.019 1.492 0.114
H 1.138 -0.731 -0.203 0.105
H 2.574 0.763 1.130 0.113
H 4.282 1.066 2.903 0.119
H 5.054 -1.596 5.207 0.106
H 3.093 -3.947 4.335 0.127
H 1.829 -3.278 2.501 0.118
H -4.858 -1.197 -1.818 0.130
H -2.730 1.342 -4.148 0.149
```

The energy above the lowest of the compared OMol25 structures with the same formula, charge and spin comes out at 0.00 kcal per mole. As for the HOMO energy: -8.3 eV. The value obtained for the HOMO-LUMO gap is 0.272 hartree. The total charge is 0. The value obtained for the calculated total energy is -1525.2580 Eh.

=====

Here is a structure of composition C20H18O5TeV at a distorted geometry from the Open Molecules 2025 dataset. Energies are from ωB97M-V/def2-TZVPD.

```
45
Properties=species:S:1:pos:R:3:lowdin_charge:R:1
V 0.362 -0.367 0.063 1.016
O -0.213 -3.838 -0.117 0.279
C 0.159 -2.911 -0.729 -0.398
O -0.553 -1.660 -0.645 -0.104
C 1.406 -2.778 -1.585 -0.046
C 1.291 -1.587 -2.542 -0.165
C 2.441 -1.519 -3.530 -0.042
C 3.617 -1.024 -2.656 -0.046
C 2.992 -0.958 -1.279 -0.175
O 1.607 -0.479 -1.576 -0.160
C 2.676 -2.365 -0.731 -0.049
C 2.429 -2.309 0.747 -0.238
O 2.679 -2.928 1.679 0.345
O 1.571 -0.963 1.031 -0.150
H 1.569 -3.731 -2.085 0.195
H 0.300 -1.420 -2.951 0.179
H 2.619 -2.498 -3.972 0.149
H 2.219 -0.827 -4.339 0.143
H 4.481 -1.687 -2.670 0.150
H 3.952 -0.035 -2.960 0.144
H 3.460 -0.279 -0.573 0.179
H 3.495 -3.070 -0.876 0.197
Te 0.002 2.431 0.755 1.772
C -1.915 3.044 0.181 -0.478
C -3.020 2.907 1.066 -0.110
C -4.216 3.452 0.719 -0.016
C -4.337 4.147 -0.520 0.053
C -3.232 4.283 -1.404 -0.022
C -2.035 3.745 -1.056 -0.122
C -0.515 0.955 2.161 -0.564
C 0.159 0.880 3.373 -0.073
C -0.036 -0.247 4.169 0.030
C -0.858 -1.291 3.754 0.028
C -1.528 -1.219 2.537 0.003
C -1.358 -0.093 1.727 -0.226
H -2.892 2.394 2.011 0.109
H -5.080 3.390 1.367 0.135
H -5.290 4.589 -0.788 0.135
H -3.369 4.821 -2.333 0.136
H -1.173 3.848 -1.705 0.110
H 0.824 1.668 3.704 0.130
H 0.471 -0.311 5.124 0.146
H -0.987 -2.161 4.385 0.145
H -2.186 -2.018 2.222 0.149
H -1.989 0.019 0.842 0.127
```

The energy above the lowest of the compared OMol25 structures with the same formula, charge and spin comes out at 13.58 kcal per mole. As for the HOMO energy (alpha / beta): -18.2 / -18.2 eV. The value obtained for the HOMO-LUMO gap (alpha / beta) is 0.185 / 0.187 hartree. The total charge is +3. The value obtained for the calculated total energy is -2359.9929 Eh.

=====

Here is a structure of composition C20H19AlNO6 at a distorted geometry from the Open Molecules 2025 dataset. Energies are from ωB97M-V/def2-TZVPD.

```
47
Properties=species:S:1:pos:R:3:lowdin_charge:R:1
C 0.569 -2.902 2.789 -0.156
C 1.065 -4.084 3.233 -0.293
Al 1.950 -4.178 5.073 0.023
N 0.942 -3.357 6.409 -0.149
H -0.186 -2.384 3.375 0.009
H 0.921 -2.425 1.870 0.002
H 1.080 -4.951 2.559 -0.003
H 3.392 -3.429 4.914 -0.130
H 2.169 -5.772 5.410 -0.145
H 1.211 -2.416 6.664 -0.059
H -0.061 -3.374 6.277 -0.050
C -2.273 0.286 -0.602 0.018
C -1.700 0.063 0.576 0.037
C -2.395 -0.709 1.640 -0.362
O -1.882 -0.898 2.717 0.118
C -3.755 -1.228 1.322 0.031
C -4.323 -0.999 0.141 0.012
C -3.624 -0.222 -0.912 -0.386
O -4.145 -0.006 -1.991 0.076
H -1.771 0.841 -1.382 0.088
H -0.712 0.421 0.820 0.100
H -4.243 -1.790 2.107 0.123
H -5.312 -1.360 -0.111 0.116
C -0.651 4.186 -5.429 0.019
C -0.092 3.947 -4.246 0.021
C -0.813 3.178 -3.200 -0.374
O -0.306 2.960 -2.119 0.097
C -2.174 2.686 -3.524 0.028
C -2.734 2.923 -4.706 0.031
C -2.016 3.693 -5.753 -0.386
O -2.519 3.915 -6.834 0.102
H -0.150 4.744 -6.210 0.120
H 0.900 4.293 -3.986 0.121
H -2.684 2.132 -2.746 0.094
H -3.725 2.571 -4.962 0.126
C 4.590 -0.381 0.178 0.018
C 3.482 -1.118 0.158 0.036
C 2.140 -0.493 0.049 -0.369
O 1.139 -1.176 0.030 0.087
C 2.082 0.989 -0.036 0.024
C 3.191 1.723 -0.021 0.019
C 4.533 1.096 0.086 -0.391
O 5.541 1.774 0.094 0.089
H 5.578 -0.817 0.262 0.120
H 3.495 -2.198 0.230 0.129
H 1.101 1.439 -0.125 0.100
H 3.173 2.804 -0.088 0.119
```

As for the HOMO energy: -3.2 eV. The value obtained for the HOMO-LUMO gap is 0.103 hartree. The total charge is -1. The value obtained for the calculated total energy is -1522.0137 Eh.